Entry 1:
Below is a structure of composition C32H32N3P2RuS2, with properties calculated with ωB97M-V/def2-TZVPD.

The geometry in XYZ format:
```
72
Properties=species:S:1:pos:R:3
Ru 0.705 2.120 -0.146
S 0.520 1.646 -2.543
P -0.509 0.163 -1.627
C 0.140 0.194 -0.039
P -0.484 0.250 1.569
S 0.543 1.794 2.365
C -0.162 -1.349 2.356
C 0.761 -1.468 3.386
C 1.081 -2.722 3.892
C 0.483 -3.856 3.366
C -0.440 -3.741 2.332
C -0.760 -2.493 1.828
C -2.271 0.515 1.774
C -2.845 1.631 1.168
C -4.185 1.916 1.360
C -4.964 1.097 2.168
C -4.393 0.000 2.793
C -3.048 -0.290 2.602
C -2.293 0.441 -1.803
C -3.174 -0.618 -1.590
C -4.540 -0.411 -1.661
C -5.033 0.853 -1.961
C -4.159 1.907 -2.181
C -2.789 1.705 -2.098
C -0.240 -1.416 -2.459
C 0.332 -2.476 -1.766
C 0.575 -3.678 -2.419
C 0.255 -3.813 -3.761
C -0.312 -2.750 -4.455
C -0.562 -1.553 -3.806
H 1.225 -0.575 3.788
H 1.798 -2.810 4.698
H 0.734 -4.832 3.760
H -0.909 -4.626 1.921
H -1.479 -2.406 1.019
H -2.241 2.304 0.571
H -4.616 2.787 0.884
H -6.011 1.322 2.321
H -4.989 -0.631 3.440
H -2.615 -1.142 3.107
H -2.791 -1.610 -1.370
H -5.221 -1.236 -1.490
H -6.102 1.013 -2.025
H -4.541 2.893 -2.412
H -2.101 2.525 -2.260
H 0.592 -2.352 -0.721
H 1.018 -4.505 -1.878
H 0.450 -4.747 -4.272
H -0.559 -2.858 -5.503
H -1.005 -0.722 -4.344
N -1.079 4.759 0.053
C -0.491 3.771 -0.075
C 3.377 2.755 0.732
C 4.918 2.653 0.858
N 5.408 1.425 0.240
C 4.759 0.275 0.869
C 3.223 0.343 0.707
N 2.847 1.585 -0.014
C 3.514 1.546 -1.344
C 5.048 1.447 -1.174
H 3.068 3.657 0.192
H 2.901 2.766 1.712
H 5.206 2.653 1.910
H 5.408 3.502 0.379
H 5.035 0.259 1.925
H 5.156 -0.632 0.411
H 2.712 0.361 1.670
H 2.821 -0.490 0.131
H 3.223 2.446 -1.887
H 3.104 0.694 -1.884
H 5.544 2.297 -1.644
H 5.430 0.540 -1.646
```

M: 685.8 g mol⁻¹
Electronic energy: -81004.2429 eV
Multiplicity: 2
Largest force on an atom: 0.025 Eh/bohr
Gap between HOMO and LUMO (alpha / beta): 0.2626 / 0.2730 hartree

=====

Entry 2:
Below is a cluster of 2 separate species, C7H14N2 in total, with properties calculated with ωB97M-V/def2-TZVPD.

The geometry in XYZ format:
```
23
Properties=species:S:1:pos:R:3
C 0.853 -3.226 -1.761
C 1.839 0.172 -1.452
C 0.927 -1.747 -1.854
C -0.036 -0.806 -1.989
N 2.092 -1.087 -1.474
N 0.493 0.448 -1.759
H 2.494 1.016 -1.323
H 0.037 1.270 -2.142
H -1.061 -0.966 -2.287
H 1.384 -3.483 -0.849
H 1.172 -3.680 -2.703
H -0.184 -3.569 -1.720
C -1.086 0.871 2.083
C -1.993 1.922 1.388
C 0.335 1.369 2.355
H -1.520 0.703 3.074
H -1.170 -0.048 1.517
H -3.018 1.718 1.702
H 0.595 2.225 1.738
H -1.946 1.879 0.294
H -1.744 2.941 1.634
H 0.490 1.511 3.421
H 1.047 0.568 2.107
```

M: 126.2 g mol⁻¹
Electronic energy: -10465.7532 eV
Largest force on an atom: 0.045 Eh/bohr
SMILES string: Cc1c[nH]cn1.CCC
Gap between HOMO and LUMO: 0.3473 hartree

=====

Entry 3:
Below is an isolated molecule of C4H4N2, with properties calculated with ωB97M-V/def2-TZVPD.

The geometry in XYZ format:
```
10
Properties=species:S:1:pos:R:3
C 0.966 0.160 0.816
C 0.177 1.250 0.553
N -1.830 0.795 -0.881
N 0.247 -1.887 -0.569
C 0.252 -0.752 -0.057
C -0.737 0.567 -0.330
H -2.171 0.043 -1.476
H 1.066 -2.465 -0.382
H 1.752 -0.008 1.536
H 0.278 2.296 0.790
```

M: 80.1 g mol⁻¹
Electronic energy: -7190.3241 eV
Largest force on an atom: 0.059 Eh/bohr
SMILES string: [H]/N=c1/cc/c1=N\[H]
Gap between HOMO and LUMO: 0.3387 hartree

=====

Energy above the lowest of the compared OMol25 structures with the same formula, charge and spin, respectively: 11.2; 14.2; 54.5 kcal/mol.